# 1
Here is a cluster of 2 separate species, C5H11O2 in total at a distorted geometry from the OMol25 dataset. Energies are from ωB97M-V/def2-TZVPD.

```
18
C5H11O2, DFT ωB97M-V/def2-TZVPD
C -0.005 -0.064 2.238
C 0.943 0.154 1.072
C -0.931 -1.268 1.970
H 0.627 -0.302 3.102
H -0.628 0.810 2.434
H 1.562 1.053 1.232
H 0.433 0.527 0.177
H -1.103 -1.351 0.900
H -0.389 -2.185 2.211
H 1.571 -0.696 0.828
H -1.891 -1.200 2.476
C -0.223 0.037 -2.796
C 0.305 1.484 -2.489
O -0.593 2.302 -2.192
O 1.541 1.630 -2.544
H -1.311 0.050 -2.663
H 0.162 -0.738 -2.121
H -0.070 -0.244 -3.833
```

The HOMO energy comes out at -3.88 eV. Its total charge is -1. As for the LUMO energy: 3.7 eV. The calculation puts the molar mass at 103.141 g mol⁻¹. Its HOMO-LUMO gap is 0.2777 hartree. The value obtained for the energy relative to the best compared isomer or geometry (same formula, charge and spin) is 8.6 kcal/mol.

# 2
Here is a structure of composition C18H22N4O2Pt from the OMol25 dataset. Energies are from ωB97M-V/def2-TZVPD.

```
47
C18H22N4O2Pt, DFT ωB97M-V/def2-TZVPD
Pt 0.098 -0.635 0.297
O 0.477 -1.481 2.046
C 1.526 -1.159 2.765
C 1.680 -1.843 3.992
C 2.735 -1.597 4.831
C 3.710 -0.648 4.497
C 3.583 0.029 3.313
C 2.513 -0.196 2.421
C 2.525 0.600 1.218
N 1.649 0.539 0.283
N 1.778 1.375 -0.820
C 0.795 1.169 -1.647
O -0.162 0.304 -1.463
C 0.728 1.981 -2.889
C -0.308 1.768 -3.793
C -0.390 2.527 -4.951
C 0.563 3.501 -5.212
C 1.599 3.714 -4.312
C 1.684 2.959 -3.155
H 0.923 -2.575 4.243
H 2.813 -2.146 5.762
H 4.543 -0.453 5.158
H 4.326 0.768 3.034
H 3.333 1.313 1.077
H -1.042 1.003 -3.579
H -1.198 2.356 -5.650
H 0.499 4.093 -6.116
H 2.344 4.473 -4.514
H 2.485 3.115 -2.446
N -1.594 -1.860 0.358
C -2.886 -1.128 0.479
C -3.266 -0.480 -0.851
C -3.974 0.870 -0.706
C -3.022 2.028 -0.411
N -2.482 1.972 0.954
H -1.631 -2.499 -0.431
H -1.432 -2.423 1.191
H -2.745 -0.367 1.241
H -3.666 -1.820 0.807
H -3.896 -1.169 -1.421
H -2.356 -0.322 -1.435
H -4.741 0.817 0.075
H -4.500 1.092 -1.639
H -3.537 2.973 -0.611
H -2.185 1.971 -1.110
H -3.032 2.536 1.588
H -1.534 2.324 0.989
```

The HOMO energy comes out at -7.66 eV. As for the LUMO energy: 0.3 eV. The calculation puts the molar mass at 521.478 g mol⁻¹. Its HOMO-LUMO gap is 0.2924 hartree. The value obtained for the energy relative to the best compared isomer or geometry (same formula, charge and spin) is 0.0 kcal/mol.

# 3
Here is a cluster of 4 separate species, C19H31NO13 in total from the OMol25 dataset. Energies are from ωB97M-V/def2-TZVPD.

```
64
C19H31NO13, DFT ωB97M-V/def2-TZVPD
C 2.081 -2.752 -0.425
C 3.042 -1.773 -1.099
O 2.447 -1.318 -2.320
C 3.097 -0.251 -2.921
O 2.416 1.006 -2.782
C 2.185 1.488 -1.542
O 2.708 2.483 -1.135
O 1.304 0.766 -0.803
C -0.044 1.260 -0.883
C -0.797 0.741 -2.088
C -0.858 -0.751 -2.276
N -1.370 1.605 -2.833
H 1.561 -2.291 0.415
H 1.340 -3.076 -1.161
H 2.609 -3.647 -0.092
H 4.006 -2.239 -1.323
H 3.203 -0.908 -0.446
H 3.141 -0.431 -3.993
H 4.121 -0.164 -2.542
H -0.557 0.880 0.002
H -0.077 2.351 -0.868
H -1.733 -1.000 -2.882
H 0.039 -1.108 -2.786
H -0.934 -1.268 -1.317
H -1.902 1.142 -3.571
C -3.744 2.674 2.725
C -3.793 1.483 1.804
C -4.821 0.434 2.163
O -4.211 -0.768 1.651
C -2.877 -0.584 1.646
O -2.071 -1.437 1.448
O -2.573 0.714 1.890
H -4.677 3.233 2.665
H -3.593 2.353 3.756
H -2.922 3.337 2.453
H -3.903 1.804 0.764
H -5.790 0.586 1.696
H -4.948 0.332 3.236
C -4.490 -2.731 6.873
C -4.870 -1.278 6.967
C -6.135 -0.973 7.742
O -6.610 0.220 7.099
C -6.143 0.220 5.834
O -6.489 0.968 4.976
O -5.217 -0.751 5.669
H -4.246 -3.119 7.862
H -5.310 -3.316 6.454
H -3.624 -2.860 6.226
H -4.035 -0.682 7.346
H -5.970 -0.782 8.799
H -6.888 -1.754 7.622
C 8.216 1.794 -6.270
C 7.123 0.759 -6.235
C 5.727 1.287 -5.981
O 5.099 0.178 -5.321
C 6.069 -0.540 -4.704
O 5.875 -1.403 -3.911
O 7.289 -0.128 -5.112
H 8.069 2.467 -7.114
H 8.221 2.377 -5.348
H 9.191 1.318 -6.371
H 7.141 0.145 -7.140
H 5.180 1.536 -6.885
H 5.724 2.141 -5.301
```

The HOMO energy comes out at -9.61 eV. As for the structure (SMILES): [H]/N=C(\C)COC(=O)OCOCC.C[C@@H]1COC(=O)O1.C[C@@H]1COC(=O)O1.C[C@@H]1COC(=O)O1. As for the LUMO energy: 0.6 eV. The calculation puts the molar mass at 481.451 g mol⁻¹. Its HOMO-LUMO gap is 0.3745 hartree. The value obtained for the energy relative to the best compared isomer or geometry (same formula, charge and spin) is 31.9 kcal/mol.

# 4
Here is a structure of composition C53H67BrHfIN3O3S6Si4Te2 at a distorted geometry from the OMol25 dataset. Energies are from ωB97M-V/def2-TZVPD.

```
141
C53H67BrHfIN3O3S6Si4Te2, DFT ωB97M-V/def2-TZVPD
Hf 0.808 -0.414 0.049
C 0.473 3.494 6.009
C 0.217 2.760 4.716
C -0.937 2.956 3.990
C -1.190 2.279 2.787
C -2.415 2.616 2.034
O -2.428 2.750 0.829
C -3.666 2.897 2.803
C -3.965 2.279 4.018
C -5.144 2.573 4.683
C -6.042 3.489 4.151
C -5.764 4.090 2.931
C -4.591 3.789 2.261
C -0.231 1.341 2.308
O -0.448 0.551 1.261
C 0.978 1.182 3.038
C 1.169 1.874 4.219
C 1.979 0.275 2.454
N 2.364 0.525 1.108
C 2.456 1.931 0.731
C 3.504 2.755 1.503
Te 5.500 1.954 1.474
C 5.644 1.513 3.545
C 6.361 0.394 3.951
C 6.470 0.080 5.297
C 5.864 0.883 6.250
C 5.158 2.008 5.851
C 5.060 2.329 4.506
C 2.432 -0.849 3.131
C 2.119 -1.143 4.478
C 2.821 -2.132 5.204
C 3.663 -3.023 4.622
C 3.663 -3.104 3.137
C 3.336 -1.794 2.381
H -0.370 4.137 6.267
H 1.369 4.115 5.937
H 0.632 2.789 6.829
H -1.658 3.689 4.332
H -3.279 1.551 4.429
H -5.367 2.086 5.624
H -6.956 3.726 4.683
H -6.466 4.796 2.504
H -4.364 4.241 1.304
H 2.091 1.717 4.769
H 1.506 2.479 0.846
H 2.724 1.965 -0.330
H 3.223 2.826 2.553
H 3.542 3.759 1.079
H 6.824 -0.248 3.210
H 7.009 -0.807 5.598
H 5.931 0.629 7.301
H 4.682 2.644 6.589
H 4.521 3.221 4.210
H 1.423 -0.501 4.999
H 2.703 -2.141 6.285
H 4.219 -3.760 5.191
H 4.594 -3.525 2.747
H 4.199 -1.270 1.966
S -1.578 -7.408 -1.974
C -1.120 -5.874 -1.552
S -0.086 -4.879 -2.512
C -0.083 -3.459 -1.481
C -0.784 -3.558 -0.328
S -0.936 -2.325 0.872
S -1.617 -5.092 -0.093
S 0.753 -2.046 -2.025
Br 7.080 -1.775 -0.436
C 6.750 -1.101 -2.178
C 7.801 -1.104 -3.081
C 7.616 -0.610 -4.362
C 6.371 -0.120 -4.732
C 5.323 -0.127 -3.828
C 5.495 -0.609 -2.532
I 3.828 -0.700 -1.190
H 8.763 -1.492 -2.773
H 8.439 -0.608 -5.065
H 6.217 0.269 -5.731
H 4.347 0.243 -4.114
S 2.443 -2.638 0.981
C 2.499 -3.968 2.585
N 2.729 -5.281 2.157
C 1.422 -5.884 1.890
C 0.502 -5.148 2.873
N 1.315 -4.020 3.289
H 3.385 -5.349 1.395
H 1.457 -6.959 2.073
H 1.093 -5.719 0.857
H 0.268 -5.770 3.745
H -0.433 -4.835 2.405
H 0.882 -3.145 3.543
C 0.702 0.958 -3.861
O 1.058 0.627 -2.537
C 0.235 1.105 -1.482
C 0.087 2.611 -1.522
H -0.373 0.804 -4.015
H 1.253 0.280 -4.514
H 0.962 1.995 -4.103
H 1.069 3.097 -1.557
H -0.450 2.948 -0.636
H -0.485 2.951 -2.395
C -6.708 -0.425 -3.237
Si -5.175 -0.101 -2.147
C -5.578 1.383 -1.038
C -5.052 -1.607 -1.002
Si -3.165 0.234 -3.346
Te -1.762 0.209 -1.272
Si -3.396 2.059 -4.824
C -5.018 2.041 -5.827
C -2.025 2.178 -6.159
C -3.389 3.712 -3.879
Si -2.880 -1.686 -4.713
C -4.107 -1.701 -6.175
C -3.173 -3.249 -3.678
C -1.132 -1.828 -5.437
H -7.599 -0.560 -2.620
H -6.574 -1.331 -3.834
H -6.898 0.400 -3.928
H -6.321 1.127 -0.279
H -5.953 2.239 -1.607
H -4.665 1.697 -0.524
H -5.869 -1.624 -0.276
H -4.113 -1.576 -0.442
H -5.072 -2.548 -1.555
H -5.092 1.128 -6.424
H -5.084 2.894 -6.506
H -5.885 2.069 -5.163
H -2.389 1.820 -7.125
H -1.158 1.569 -5.893
H -1.676 3.203 -6.291
H -4.374 3.909 -3.448
H -3.115 4.563 -4.506
H -2.681 3.661 -3.047
H -5.126 -1.528 -5.820
H -4.092 -2.654 -6.709
H -3.869 -0.911 -6.893
H -4.225 -3.546 -3.664
H -2.868 -3.059 -2.644
H -2.587 -4.095 -4.040
H -0.896 -0.995 -6.105
H -1.001 -2.759 -5.993
H -0.405 -1.824 -4.620
```

The HOMO energy comes out at -0.59 eV. Its total charge is -2. As for the LUMO energy: 3.4 eV. The calculation puts the molar mass at 1739.381 g mol⁻¹. Its HOMO-LUMO gap is 0.1484 hartree. The value obtained for the energy relative to the best compared isomer or geometry (same formula, charge and spin) is 26.2 kcal/mol.

# 5
Here is the molecule C21H33N3O4 from the OMol25 dataset. Energies are from ωB97M-V/def2-TZVPD.

```
61
C21H33N3O4, DFT ωB97M-V/def2-TZVPD
C -4.328 -1.220 2.609
C -3.815 0.134 2.155
H -4.381 0.954 2.612
H -2.755 0.266 2.398
O -3.970 0.216 0.735
C -3.101 0.943 0.049
O -2.252 1.642 0.544
C -3.326 0.742 -1.444
C -2.536 1.730 -2.304
C -1.035 1.464 -2.209
H -0.711 1.681 -1.192
C -0.725 0.004 -2.543
N -1.499 -0.866 -1.691
C -0.980 -1.820 -0.911
C 0.303 -2.289 -0.589
N 1.566 -1.873 -0.816
H 1.796 -0.883 -0.688
C 2.658 -2.729 -0.379
H 2.692 -3.600 -1.043
H 2.486 -3.100 0.637
C 3.977 -1.967 -0.439
H 4.799 -2.666 -0.282
H 4.093 -1.523 -1.429
C 4.041 -0.876 0.634
N 3.028 0.148 0.394
C 3.548 1.278 -0.356
C 2.405 2.192 -0.789
C 1.615 2.664 0.427
C 1.149 1.463 1.249
C 0.404 1.903 2.504
H 1.023 2.564 3.108
H -0.505 2.426 2.225
H 0.133 1.039 3.108
C 2.359 0.599 1.604
H 2.023 -0.281 2.160
H 3.043 1.174 2.253
H 0.467 0.859 0.641
H 0.754 3.256 0.114
H 2.251 3.298 1.049
H 2.811 3.046 -1.334
H 1.747 1.642 -1.464
H 4.073 0.898 -1.236
H 4.271 1.855 0.249
H 5.050 -0.439 0.663
H 3.857 -1.339 1.606
C -0.243 -3.464 0.109
O 0.220 -4.480 0.578
C -1.616 -2.873 -0.105
O -2.745 -3.062 0.302
C -2.928 -0.701 -1.804
H -3.231 -0.901 -2.841
H -3.429 -1.409 -1.144
H -0.995 -0.197 -3.590
H 0.334 -0.217 -2.412
H -0.496 2.120 -2.894
H -2.865 1.631 -3.341
H -2.744 2.750 -1.975
H -4.400 0.853 -1.623
H -3.819 -2.011 2.063
H -4.147 -1.343 3.673
H -5.394 -1.301 2.417
```

The HOMO energy comes out at -7.53 eV. As for the structure (SMILES): CCOC(=O)[C@H]1CCCN(c2c(NCCCN3CCC[C@H](C)C3)c(=O)c2=O)C1. As for the LUMO energy: 0.6 eV. The calculation puts the molar mass at 391.512 g mol⁻¹. Its HOMO-LUMO gap is 0.2993 hartree. The value obtained for the energy relative to the best compared isomer or geometry (same formula, charge and spin) is 38.3 kcal/mol.

Which value of molar mass does entry 2 give?
521.478 g mol⁻¹

Which of these has the highest molar mass?
C53H67BrHfIN3O3S6Si4Te2

What is the energy relative to the best compared isomer or geometry (same formula, charge and spin) in the second record?
0.0 kcal/mol